Record 1
DFT (wB97M-V/def2-TZVPD) results for 2 unconnected molecules or ions with the total composition Cl2H2NP.

- net charge = 0
- gap between HOMO and LUMO (eV) = 9.375
- highest occupied orbital energy (eV) = -10.10
- lowest unoccupied orbital energy (eV) = -0.723
- SMILES = [H]/N=P/Cl.Cl

```
6
Properties=species:S:1:pos:R:3:forces:R:3:nbo_charge:R:1
N 1.10430 -0.41663 -0.26486 0.822 -0.348 0.202 -1.164
P 1.15668 0.92334 0.49336 0.199 -0.467 -0.124 1.087
Cl -2.91613 -0.70567 0.79914 -0.516 0.058 0.720 -0.264
Cl 1.44041 2.25827 -1.03121 -0.281 0.366 -0.088 -0.324
H 1.38106 -1.28696 0.20694 -0.796 0.441 0.024 0.401
H -2.16632 -0.77235 -0.20338 0.573 -0.051 -0.734 0.264
```
Forces are in eV/Å.

***

Record 2
DFT (wB97M-V/def2-TZVPD) results for a single Cl2H3N2P molecule.

- net charge = 0
- gap between HOMO and LUMO (eV) = 10.701
- highest occupied orbital energy (eV) = -10.20
- lowest unoccupied orbital energy (eV) = 0.506
- SMILES = N=P(N)(Cl)Cl

```
8
Properties=species:S:1:pos:R:3:forces:R:3:nbo_charge:R:1
N 1.75014 0.04045 0.31139 1.308 0.426 -0.345 -1.288
N -0.84435 -0.08918 0.07141 1.246 -2.768 -3.435 -1.107
P 0.65738 0.18063 -0.74061 -1.811 -0.034 1.959 1.709
Cl 0.25265 1.92006 -1.60258 0.399 0.839 -0.556 -0.238
Cl 0.32287 -1.12137 -2.24862 0.535 -0.206 -0.401 -0.261
H 2.71510 0.39620 0.35080 -0.938 -0.396 -0.446 0.416
H -0.69267 0.23020 0.97197 0.198 0.555 2.467 0.384
H -0.76453 -1.15257 0.04256 -0.936 1.584 0.757 0.383
```
Forces are in eV/Å.

***

Record 3
DFT (wB97M-V/def2-TZVPD) results for 2 unconnected molecules or ions with the total composition Cl2H3N3.

- net charge = 0
- gap between HOMO and LUMO (eV) = 9.224
- highest occupied orbital energy (eV) = -8.99
- lowest unoccupied orbital energy (eV) = 0.231

```
8
Properties=species:S:1:pos:R:3:forces:R:3:nbo_charge:R:1
N 1.39132 0.18468 -0.05432 0.849 -1.079 -0.665 -0.454
N 0.45344 -0.68567 -0.11811 0.080 -0.105 -0.572 -0.038
N -0.55501 -0.31230 0.57371 -1.222 -1.947 0.627 -0.302
Cl -1.99231 -1.22898 0.26321 0.490 -0.235 -0.161 0.065
Cl -0.84057 2.19583 -0.21050 0.283 2.633 -2.953 -0.242
H -1.09475 1.62799 0.81746 -0.573 -1.283 2.537 0.262
H 2.20646 -0.15036 -0.55650 0.054 -0.318 -0.123 0.326
H 0.43141 -1.63120 -0.71496 0.040 2.334 1.311 0.385
```
Forces are in eV/Å.

***

Record 4
DFT (wB97M-V/def2-TZVPD) results for a molecular structure, Cl2H40O20Zn.

- net charge = 0
- gap between HOMO and LUMO (eV) = 8.315
- highest occupied orbital energy (eV) = -9.24
- lowest unoccupied orbital energy (eV) = -0.928

```
63
Properties=species:S:1:pos:R:3:forces:R:3:nbo_charge:R:1
Zn -5.16426 6.22497 11.08285 -1.280 -1.169 -0.826 1.671
Cl -7.53093 6.25413 11.72434 0.718 0.150 0.046 -0.877
Cl -5.35495 4.66723 9.14024 0.502 0.263 0.769 -0.876
O -6.61167 6.53956 16.76410 0.851 0.229 0.115 -0.983
H -7.19850 7.28288 16.90312 -0.267 0.151 -0.070 0.482
H -7.19086 5.82045 16.51181 -0.680 -0.176 -0.098 0.491
O -5.96494 4.51216 14.68696 0.823 -0.205 -0.010 -0.980
H -5.67983 5.22500 15.25862 0.005 0.348 0.371 0.488
H -6.90959 4.45320 14.82979 -0.615 -0.062 -0.197 0.512
O -9.88372 3.99941 11.23924 -0.630 0.569 0.294 -1.016
H -9.12742 4.58283 11.17700 0.456 0.413 0.008 0.496
H -9.52951 3.12773 11.06337 0.193 -0.877 -0.242 0.513
O -9.73236 8.30129 8.57552 0.199 -0.039 -0.335 -0.968
H -10.40297 8.81805 9.02215 -0.068 0.381 0.431 0.501
H -10.04926 7.39963 8.62859 0.005 -0.297 -0.005 0.484
O -7.47842 10.32355 11.74774 -0.035 0.371 -0.299 -0.963
H -7.10721 10.20548 12.62209 0.071 -0.020 0.375 0.489
H -7.05146 9.65397 11.21334 0.031 -0.332 -0.292 0.481
O -10.31442 10.09637 11.54623 -0.691 0.512 -0.342 -0.999
H -9.37631 10.27059 11.46994 0.542 0.082 0.089 0.489
H -10.36818 9.29604 12.06857 0.025 -0.552 0.016 0.486
O -6.38207 9.13202 14.08973 0.640 0.022 -0.242 -0.964
H -6.99904 8.40041 14.10797 -0.689 -0.432 0.026 0.513
H -5.84899 9.01607 14.87624 -0.019 0.149 0.518 0.486
O -12.17236 5.29777 11.68146 -0.660 0.683 0.274 -1.000
H -11.48097 4.70822 11.38037 1.043 -0.516 -0.473 0.507
H -12.89692 5.14781 11.07422 -0.292 0.056 0.013 0.481
O -5.64435 1.68024 11.04958 -0.209 -0.527 0.092 -0.965
H -5.33443 2.32559 10.41421 0.054 0.585 -0.485 0.499
H -5.33992 2.01035 11.89491 -0.117 0.115 0.224 0.468
O -6.99431 8.91013 8.32991 0.811 0.232 0.017 -0.989
H -6.86493 9.41587 7.52759 0.158 0.081 -0.166 0.481
H -7.92428 8.68354 8.32343 -0.967 -0.333 0.308 0.520
O -5.13665 7.92668 10.02827 0.461 0.512 0.025 -1.024
H -4.53794 8.67180 10.07890 0.293 -0.010 0.284 0.496
H -5.75518 8.16236 9.33682 -1.127 0.063 -0.964 0.536
O -8.71484 1.62047 10.59970 -0.384 -0.070 -0.061 -0.964
H -7.75867 1.66487 10.60133 0.736 0.128 0.059 0.506
H -8.91456 0.73637 10.90748 -0.135 -0.178 0.070 0.477
O -9.32903 8.03623 15.51588 0.382 -0.208 0.309 -0.978
H -9.80709 8.52055 16.18903 -0.113 0.164 0.181 0.473
H -9.88101 8.10034 14.73649 -0.216 -0.064 -0.728 0.503
O -4.59477 4.72246 12.40735 0.789 -0.220 -0.366 -1.008
H -4.86861 4.69585 13.32415 -1.137 0.020 0.879 0.524
H -3.87417 4.09467 12.35380 0.207 -0.112 -0.488 0.490
O -3.03482 6.19839 10.60451 0.604 0.328 0.436 -0.974
H -2.52740 5.94190 9.83446 -0.276 -0.199 -0.584 0.514
H -2.42996 6.08808 11.33814 0.181 -0.062 0.293 0.480
O -11.89189 3.43079 13.81374 -0.102 -0.239 0.549 -0.950
H -11.07436 3.14086 14.21846 0.196 -0.195 0.016 0.455
H -11.62503 4.10829 13.19243 -0.158 0.272 -0.342 0.486
O -10.37378 7.42868 12.49209 -0.126 0.469 0.801 -1.005
H -9.69459 6.81030 12.22273 0.607 -0.115 -0.234 0.497
H -11.19138 6.93761 12.41068 -0.561 -0.345 -0.238 0.503
O -8.10211 4.52012 7.76853 -0.805 -0.095 -0.553 -0.961
H -8.31404 5.19017 8.41841 0.151 0.082 0.236 0.461
H -7.25216 4.17772 8.04526 0.391 0.075 0.220 0.488
O -4.56408 7.59958 12.60106 0.896 -0.246 0.139 -1.005
H -3.67299 7.81492 12.87644 0.324 -0.078 -0.064 0.485
H -5.12444 8.14227 13.15577 -1.054 0.540 0.242 0.516
O -8.70342 4.86069 15.71924 0.315 -0.300 0.059 -0.975
H -9.34944 5.36948 15.22929 -0.141 0.455 -0.302 0.506
H -9.20377 4.45656 16.42816 -0.110 -0.226 0.223 0.488
```
Forces are in eV/Å.

***

Record 5
DFT (wB97M-V/def2-TZVPD) results for a single Cl2H4Si3 molecule.

- net charge = 0
- gap between HOMO and LUMO (spin up / spin down) (eV) = 6.362 / 6.367
- highest occupied orbital energy (spin up / spin down) (eV) = -8.25 / -8.25
- lowest unoccupied orbital energy (spin up / spin down) (eV) = -1.884 / -1.880
- SMILES = [SiH2]=[Si](Cl)[SiH2]Cl

```
9
Properties=species:S:1:pos:R:3:forces:R:3:nbo_charge:R:1
Si -1.10928 1.67770 0.73681 0.673 0.018 0.579 0.540
Si 1.28057 -1.15870 -0.58893 0.471 -0.164 0.113 0.680
Si -0.78912 -0.47958 0.14220 -1.333 0.419 -1.046 0.228
Cl -1.98474 -0.55638 -1.64447 0.142 0.012 0.105 -0.445
Cl 2.04401 -1.20652 1.30612 0.701 -0.035 0.891 -0.395
H -1.15798 1.86926 2.19872 0.389 -0.065 0.190 -0.175
H -1.86885 2.88341 0.33037 -0.426 -0.392 -0.534 -0.150
H 2.28927 -0.48519 -1.41918 -0.259 0.420 -0.156 -0.137
H 1.29613 -2.54400 -1.06163 -0.358 -0.214 -0.143 -0.146
```
Forces are in eV/Å.

***

Record 6
DFT (wB97M-V/def2-TZVPD) results for a molecular structure, Cl2HINP.

- net charge = 0
- gap between HOMO and LUMO (spin up / spin down) (eV) = 6.748 / 6.622
- highest occupied orbital energy (spin up / spin down) (eV) = -9.55 / -9.49
- lowest unoccupied orbital energy (spin up / spin down) (eV) = -2.802 / -2.868

```
6
Properties=species:S:1:pos:R:3:forces:R:3:nbo_charge:R:1
N 1.38931 0.36430 -0.47021 -0.955 -0.158 0.462 -1.164
P 0.02225 -0.21295 -0.03239 -0.585 0.457 -1.441 1.401
Cl -0.19155 -0.93045 1.80048 -0.168 0.004 0.470 -0.187
Cl -0.51980 -1.82358 -1.21575 0.363 1.314 0.683 -0.190
I -2.59861 1.56900 -0.20216 1.791 -1.241 0.117 -0.279
H 1.89839 1.03367 0.12003 -0.448 -0.376 -0.291 0.418
```
Forces are in eV/Å.

***

Record 7
DFT (wB97M-V/def2-TZVPD) results for a molecular structure, Cl2HNS.

- net charge = 0
- gap between HOMO and LUMO (eV) = 7.594
- highest occupied orbital energy (eV) = -9.30
- lowest unoccupied orbital energy (eV) = -1.702

```
5
Properties=species:S:1:pos:R:3:forces:R:3:nbo_charge:R:1
N -0.18578 0.85728 -2.06952 0.525 -1.246 -0.707 -0.571
S 1.29002 0.37021 -2.12325 -0.103 -0.110 -0.072 0.392
Cl -0.00532 -1.22057 2.44351 -0.612 -1.035 0.531 -0.280
Cl -0.47759 2.25773 -1.23096 -0.425 1.346 0.792 0.179
H -0.62134 -2.26465 2.98022 0.616 1.044 -0.544 0.280
```
Forces are in eV/Å.

***

Record 8
DFT (wB97M-V/def2-TZVPD) results for 2 unconnected molecules or ions with the total composition Cl2HNS.

- net charge = 0
- gap between HOMO and LUMO (eV) = 7.426
- highest occupied orbital energy (eV) = -9.64
- lowest unoccupied orbital energy (eV) = -2.213
- SMILES = S=NCl.Cl

```
5
Properties=species:S:1:pos:R:3:forces:R:3:nbo_charge:R:1
N 3.99382 -0.53239 -0.38035 1.887 0.577 -0.372 -0.567
S 3.32554 -1.88063 -0.25129 -1.196 -0.176 0.237 0.529
Cl 3.26339 1.08004 -0.22794 -0.379 -0.392 0.037 0.117
Cl -0.03436 1.52427 0.74324 1.992 -0.444 -0.780 -0.345
H 1.25052 1.24789 0.26034 -2.304 0.436 0.877 0.266
```
Forces are in eV/Å.